[1]
An isolated molecule of C25H25ClN4O3S, computed with wB97M-V/def2-TZVPD.

Last column: natural (NBO) charge in e.
CARTESIAN COORDINATES (ANGSTROEM)
Cl (-0.30, 1.19, -3.43)  -0.009
S (2.62, 3.89, -4.47)  2.307
O (3.57, 2.37, 0.85)  -0.581
O (4.04, 3.81, -4.41)  -0.921
O (2.00, 4.84, -5.34)  -0.926
N (0.46, 0.91, 0.32)  -0.257
N (-2.48, -1.18, 2.12)  -0.442
N (2.01, 2.38, -4.94)  -0.839
N (1.66, 1.19, 0.87)  -0.450
C (1.81, 3.06, -0.63)  -0.135
C (3.64, 0.89, -3.98)  -0.202
C (-2.80, -2.55, 1.74)  -0.242
C (2.99, -0.80, -2.39)  -0.211
C (0.56, 3.64, -0.46)  -0.131
C (-1.58, -0.23, 0.00)  -0.460
C (1.34, 0.65, -3.34)  0.037
C (-2.27, -4.66, 3.01)  -0.211
C (-1.18, -1.03, 2.74)  -0.211
C (1.67, -0.40, -2.50)  -0.254
C (3.97, -0.15, -3.12)  -0.202
C (0.66, 4.55, -2.67)  -0.204
C (0.00, -1.10, 1.74)  -0.495
C (2.32, 1.31, -4.10)  0.055
C (-2.39, -5.46, 4.13)  -0.207
C (2.51, 3.26, -1.82)  -0.182
C (1.90, 3.98, -2.83)  -0.273
C (-3.15, -5.04, 5.21)  -0.215
C (-3.67, -3.01, 4.04)  -0.152
C (-0.25, -0.08, 0.66)  0.249
C (-3.79, -3.81, 5.16)  -0.223
C (2.44, 2.21, 0.42)  0.662
C (0.00, 4.40, -1.47)  -0.217
C (-2.68, -0.20, 1.09)  -0.203
C (-2.91, -3.43, 2.95)  -0.050
H (-0.97, 4.86, -1.32)  0.222
H (4.39, 1.41, -4.54)  0.249
H (3.49, 2.85, -1.96)  0.254
H (-1.67, -4.99, 2.18)  0.207
H (5.00, -0.46, -3.03)  0.223
H (-2.67, 0.79, 1.56)  0.196
H (3.25, -1.61, -1.73)  0.218
H (0.93, -0.93, 2.28)  0.211
H (0.03, 3.49, 0.47)  0.223
H (-1.88, -6.41, 4.17)  0.214
H (-1.17, -0.06, 3.25)  0.198
H (2.08, 0.58, 1.57)  0.382
H (1.02, 2.46, -5.14)  0.414
H (-3.66, -0.35, 0.63)  0.205
H (-4.17, -2.05, 3.99)  0.214
H (-3.77, -2.52, 1.23)  0.214
H (-1.07, -1.81, 3.50)  0.220
H (-2.07, -2.98, 1.03)  0.168
H (0.03, -2.10, 1.30)  0.222
H (-4.39, -3.48, 6.00)  0.213
H (-1.73, 0.57, -0.72)  0.240
H (-1.64, -1.19, -0.53)  0.207
H (-3.24, -5.66, 6.09)  0.214
H (0.23, 5.10, -3.50)  0.243
H (0.89, -0.89, -1.94)  0.225

The orbital gap comes out at 9.0 eV. The highest occupied orbital energy comes out at -8.69 eV. The largest force on an atom is 1.316 eV/A. Its energy relative to the best compared isomer or geometry (same formula, charge and spin) is 6.93 kJ/mol.

[2]
An isolated molecule of C4H7N3, computed with wB97M-V/def2-TZVPD.

Last column: natural (NBO) charge in e.
CARTESIAN COORDINATES (ANGSTROEM)
N (-1.05, 0.67, -1.11)  -0.329
N (1.22, 0.17, -0.73)  -0.612
N (-2.22, 0.24, -0.60)  -0.342
C (-2.06, -0.62, 0.43)  -0.033
C (2.24, 0.32, 0.29)  -0.404
C (-0.70, -0.78, 0.61)  -0.396
C (-0.12, 0.04, -0.39)  0.302
H (1.33, 0.82, -1.50)  0.383
H (-3.08, 0.58, -0.99)  0.406
H (-2.91, -1.06, 0.94)  0.217
H (1.87, -0.03, 1.26)  0.201
H (3.12, -0.28, 0.04)  0.193
H (2.56, 1.36, 0.42)  0.184
H (-0.20, -1.43, 1.32)  0.229

The orbital gap comes out at 9.1 eV. The highest occupied orbital energy comes out at -7.96 eV. The largest force on an atom is 0.270 eV/A. Its energy relative to the best compared isomer or geometry (same formula, charge and spin) is 48.02 kJ/mol.

[3]
A cluster of 2 separate species, C7H13O in total, computed with wB97M-V/def2-TZVPD.

Last column: natural (NBO) charge in e.
CARTESIAN COORDINATES (ANGSTROEM)
O (-1.88, -2.29, -1.77)  -0.890
C (2.46, 2.38, 0.86)  -0.705
C (0.44, 1.02, 0.27)  -0.222
C (-0.28, -1.56, 0.08)  -0.465
C (-0.26, -0.16, -0.51)  -0.106
C (1.81, 1.17, 0.18)  -0.170
C (-1.49, -2.32, -0.50)  0.025
C (-0.51, 1.79, 1.23)  -0.631
H (-2.35, -1.86, 0.31)  0.003
H (-1.32, 0.08, -0.65)  0.222
H (-0.38, 1.41, 2.24)  0.206
H (-0.40, -1.49, 1.25)  0.218
H (0.73, -2.04, -0.14)  0.189
H (0.71, -0.52, -2.26)  0.274
H (3.36, 2.00, 1.53)  0.199
H (-0.32, 2.88, 1.24)  0.204
H (0.12, -0.32, -1.62)  -0.005
H (1.71, 2.81, 1.65)  0.166
H (-1.50, 1.65, 0.90)  0.209
H (2.88, 3.15, 0.17)  0.211
H (-1.23, -3.36, -0.04)  0.068

The orbital gap comes out at 4.9 eV. The highest occupied orbital energy comes out at -3.16 eV. The largest force on an atom is 5.628 eV/A. Its energy relative to the best compared isomer or geometry (same formula, charge and spin) is 737.86 kJ/mol. As for the charge: -1.

[4]
A cluster of 3 separate species, C7H15NO in total, computed with wB97M-V/def2-TZVPD.

Last column: natural (NBO) charge in e.
CARTESIAN COORDINATES (ANGSTROEM)
O (1.28, -1.61, -0.92)  -0.362
N (1.42, -0.63, -0.18)  0.112
C (-1.76, -1.66, 0.18)  -0.662
C (-1.12, -0.31, 0.25)  -0.063
C (1.69, 0.65, -2.31)  -0.665
C (-1.89, 0.82, 0.87)  -0.658
C (1.58, 1.77, -0.06)  -0.341
C (1.56, 0.66, -0.81)  0.073
C (0.34, -0.75, 1.66)  -0.573
H (-2.10, -1.99, 1.17)  0.207
H (-2.62, -1.64, -0.49)  0.214
H (1.13, -0.16, 2.12)  0.197
H (1.51, 1.73, 1.01)  0.212
H (1.85, 1.65, -2.69)  0.218
H (-0.50, -0.61, 2.34)  0.156
H (-1.26, 1.70, 0.97)  0.217
H (-1.04, -2.38, -0.23)  0.233
H (0.79, 0.22, -2.76)  0.231
H (-2.29, 0.54, 1.85)  0.209
H (-2.74, 1.09, 0.24)  0.216
H (2.52, 0.01, -2.61)  0.232
H (0.56, -1.81, 1.61)  0.204
H (1.83, 2.72, -0.50)  0.206
H (-0.73, -0.02, -0.72)  0.183

The orbital gap (spin up / spin down) comes out at 7.5 / 7.5 eV. The highest occupied orbital energy (spin up / spin down) comes out at -7.82 / -7.82 eV. The largest force on an atom is 3.567 eV/A. Its energy relative to the best compared isomer or geometry (same formula, charge and spin) is 657.12 kJ/mol.

[5]
An isolated molecule of C15H28O5, computed with wB97M-V/def2-TZVPD.

Last column: natural (NBO) charge in e.
CARTESIAN COORDINATES (ANGSTROEM)
O (3.33, -0.64, 0.68)  -0.598
O (3.13, -1.37, 4.25)  -0.604
O (2.13, 0.60, 3.76)  -0.496
O (-1.51, -1.14, 0.58)  -0.544
O (1.14, -0.68, 1.41)  -0.512
C (2.84, 0.75, 2.52)  0.008
C (0.86, -1.81, 0.51)  -0.097
C (-0.61, -2.23, 0.79)  -0.075
C (-1.16, 4.16, 1.44)  -0.609
C (2.35, -0.47, 4.50)  0.797
C (-1.71, 1.58, -0.45)  -0.398
C (-1.33, 0.41, -1.38)  -0.228
C (-1.74, -0.52, -3.72)  -0.607
C (-1.97, 0.65, -2.79)  -0.403
C (-1.82, 4.11, 0.03)  -0.390
C (-1.94, -0.91, -0.75)  -0.061
C (2.45, -0.31, 1.50)  0.780
C (-1.22, 3.02, -0.90)  -0.395
C (1.68, -0.47, 5.84)  -0.711
C (2.39, 2.12, 1.98)  -0.610
H (-1.70, -1.78, -1.38)  0.170
H (1.49, -2.66, 0.68)  0.204
H (2.14, -1.21, 6.48)  0.240
H (-0.72, -2.57, 1.84)  0.201
H (-0.24, 0.38, -1.41)  0.198
H (2.62, 2.84, 2.71)  0.221
H (-3.00, 0.91, -2.67)  0.201
H (-1.58, 3.25, -1.92)  0.200
H (-1.64, 4.87, 2.06)  0.208
H (-2.33, -1.40, -3.45)  0.197
H (1.34, 2.08, 1.82)  0.223
H (-2.79, 1.59, -0.32)  0.189
H (-1.28, 1.39, 0.51)  0.214
H (-1.67, 5.10, -0.42)  0.198
H (-2.01, -0.29, -4.74)  0.211
H (1.74, 0.51, 6.30)  0.230
H (-0.87, -3.07, 0.10)  0.177
H (0.98, -1.49, -0.55)  0.195
H (3.91, 0.71, 2.67)  0.229
H (0.62, -0.71, 5.78)  0.238
H (2.85, 2.39, 1.01)  0.229
H (-1.25, 3.21, 1.96)  0.201
H (-2.92, 3.97, 0.13)  0.197
H (-3.05, -0.82, -0.78)  0.179
H (-0.10, 4.43, 1.39)  0.198
H (-1.48, 1.50, -3.27)  0.206
H (-0.69, -0.82, -3.74)  0.204
H (-0.11, 3.02, -0.88)  0.196

The orbital gap comes out at 10.6 eV. The highest occupied orbital energy comes out at -9.78 eV. The largest force on an atom is 3.570 eV/A. Its energy relative to the best compared isomer or geometry (same formula, charge and spin) is 0.00 kJ/mol.

[6]
A structure of composition C36H31BrN7O4Sc, computed with wB97M-V/def2-TZVPD.

Last column: Löwdin charge in e.
CARTESIAN COORDINATES (ANGSTROEM)
Br (-6.75, 3.66, -0.16)  0.858
Sc (-0.88, -0.41, -0.14)  1.105
O (5.96, -0.48, 1.02)  0.011
O (5.97, -0.51, -1.26)  0.008
O (-2.98, -0.03, -0.18)  -0.227
O (-1.05, 1.77, -0.23)  -0.028
N (-1.48, 5.61, 0.53)  0.216
N (-1.00, -2.55, -0.04)  0.131
N (-0.30, 4.33, -0.89)  0.125
N (-0.36, -4.91, 0.03)  -0.064
N (-0.33, -0.20, 1.99)  0.006
N (-0.31, -0.35, -2.27)  0.008
N (1.22, -0.27, -0.14)  0.022
C (3.26, -0.35, -1.33)  0.088
C (-0.77, -0.10, 4.33)  -0.012
C (0.60, -0.11, 4.58)  0.010
C (-3.95, 4.03, -0.24)  -0.026
C (3.96, -0.34, -0.13)  -0.029
C (1.63, -6.04, 1.33)  -0.184
C (-1.50, 4.57, -0.23)  -0.281
C (1.66, -6.33, -0.16)  -0.152
C (1.81, 5.75, -0.96)  -0.013
C (-4.97, 3.10, -0.21)  -0.662
C (-4.70, 1.73, -0.20)  -0.040
C (-2.62, 3.61, -0.29)  -0.057
C (0.63, -0.39, -4.86)  0.009
C (0.65, -5.46, -0.93)  -0.081
C (1.00, -0.20, 2.24)  -0.172
C (0.53, 5.41, -0.55)  -0.188
C (1.49, -0.17, 3.53)  0.042
C (1.88, -0.25, 1.04)  -0.163
C (1.52, -0.38, -3.80)  0.039
C (-1.16, -0.36, -3.31)  -0.086
C (-0.70, -3.68, -0.01)  -0.176
C (0.26, -6.39, 1.92)  -0.152
C (-0.89, -5.84, 1.07)  -0.079
C (-2.36, 2.25, -0.27)  -0.160
C (2.34, 6.90, -0.40)  -0.061
C (-0.74, -0.38, -4.62)  -0.013
C (-1.19, -0.15, 3.02)  -0.085
C (-3.38, 1.33, -0.22)  -0.176
C (-4.05, -1.02, -0.13)  0.014
C (1.89, -0.32, -1.31)  -0.168
C (5.50, -0.40, -0.12)  -0.674
C (0.34, 7.32, 0.91)  0.005
C (1.02, -0.35, -2.51)  -0.175
C (-0.21, 6.17, 0.35)  -0.206
C (1.62, 7.67, 0.52)  -0.059
C (3.25, -0.28, 1.07)  0.091
H (1.42, -7.39, -0.33)  0.124
H (-1.42, -6.63, 0.53)  0.134
H (3.86, -0.39, -2.23)  0.131
H (2.65, -6.16, -0.57)  0.123
H (2.40, -6.61, 1.84)  0.125
H (-0.43, 2.53, -0.13)  0.133
H (-0.24, 3.87, -1.79)  0.168
H (-2.22, -0.36, -3.07)  0.123
H (-4.67, -0.92, -1.01)  0.117
H (1.86, -4.98, 1.51)  0.116
H (0.16, -7.48, 1.97)  0.122
H (-4.16, 5.09, -0.23)  0.132
H (0.11, -6.01, -1.69)  0.131
H (-1.62, -5.29, 1.66)  0.126
H (-1.46, -0.39, -5.42)  0.127
H (2.08, 8.56, 0.93)  0.114
H (0.18, -6.03, 2.95)  0.115
H (3.34, 7.21, -0.68)  0.114
H (2.38, 5.16, -1.67)  0.114
H (-1.49, -0.05, 5.13)  0.127
H (-5.52, 1.03, -0.17)  0.113
H (2.56, -0.17, 3.71)  0.132
H (3.85, -0.27, 1.98)  0.132
H (-2.24, -0.14, 2.78)  0.123
H (0.97, -0.08, 5.60)  0.134
H (-0.23, 7.92, 1.61)  0.122
H (1.14, -4.61, -1.40)  0.126
H (1.00, -0.41, -5.88)  0.134
H (2.58, -0.38, -3.97)  0.132
H (-3.57, -1.99, -0.11)  0.081
H (-4.63, -0.86, 0.78)  0.116

The orbital gap comes out at 5.7 eV. The highest occupied orbital energy comes out at -12.33 eV. The largest force on an atom is 0.995 eV/A. Its energy relative to the best compared isomer or geometry (same formula, charge and spin) is 94.18 kJ/mol. As for the charge: +2.

[7]
A structure of composition CH3I3Si, computed with wB97M-V/def2-TZVPD.

Last column: natural (NBO) charge in e.
CARTESIAN COORDINATES (ANGSTROEM)
I (0.18, -0.92, -2.51)  0.227
I (-2.20, 1.09, -0.66)  0.170
I (1.19, 2.22, -0.92)  0.241
Si (0.09, -0.47, 0.92)  0.869
C (-0.07, 0.50, -0.88)  -1.076
H (1.35, -1.00, 1.32)  -0.179
H (-0.19, 0.44, 2.05)  -0.121
H (-0.35, -1.85, 0.69)  -0.130

The orbital gap comes out at 8.3 eV. The highest occupied orbital energy comes out at -9.47 eV. The largest force on an atom is 2.190 eV/A. Its energy relative to the best compared isomer or geometry (same formula, charge and spin) is 485.23 kJ/mol.

[8]
A cluster of 2 separate species, C4H7NO2 in total, computed with wB97M-V/def2-TZVPD.

Last column: natural (NBO) charge in e.
CARTESIAN COORDINATES (ANGSTROEM)
O (1.03, 1.70, -0.78)  -0.710
O (-2.09, 1.43, 1.44)  -0.498
N (1.90, -0.27, 0.00)  -0.828
C (0.79, 0.40, -0.49)  0.499
C (-0.86, -1.39, 0.16)  -0.644
C (-1.22, 1.82, 0.81)  0.465
C (-0.45, -0.13, -0.54)  -0.418
H (-1.88, -1.30, 0.53)  0.218
H (-0.22, -1.57, 1.03)  0.213
H (1.93, -1.25, -0.20)  0.388
H (-1.17, 0.37, -1.18)  0.217
H (2.78, 0.22, -0.12)  0.397
H (-0.82, -2.27, -0.49)  0.208
H (0.28, 2.17, -0.34)  0.493

The orbital gap comes out at 8.8 eV. The highest occupied orbital energy comes out at -7.84 eV. The largest force on an atom is 1.579 eV/A. Its energy relative to the best compared isomer or geometry (same formula, charge and spin) is 162.34 kJ/mol.

> Among the records above, which one has the highest energy relative to the best compared isomer or geometry (same formula, charge and spin)?

C7H13O

> Which value of energy relative to the best compared isomer or geometry (same formula, charge and spin) does entry 7 give?

485.23 kJ/mol